Entry 1:
50
Properties=species:S:1:pos:R:3:forces:R:3 method="wB97M-V/def2-TZVPD" e_homo_ev=-12.483 max_force_ev_per_a=3.811 orbital_gap_ev=9.86 e_tot_ev=-42566.7787 relative_energy_ev=0.0000 total_charge=+1
O -0.2232 -0.4107 0.2127 -0.12 -1.13 -0.29
C -1.4047 -0.4014 -0.0451 1.37 0.54 -0.49
C -1.9784 0.9543 -0.4260 -0.67 -0.52 1.17
C -3.1789 1.2336 0.4855 -0.42 3.16 -2.08
S -3.7635 2.9875 -0.0870 0.18 -0.57 0.87
N -0.9276 1.9907 -0.1696 0.33 -1.18 0.31
H -2.0187 -1.2937 -0.0468 -0.37 -0.02 -0.20
H -2.1786 1.0012 -1.4984 -0.37 -0.24 0.10
H -2.8666 1.4498 1.4977 -0.20 -0.70 0.24
H -4.1043 0.7220 0.2773 0.38 -1.06 0.53
H -3.9785 3.3731 1.1876 -0.10 0.21 -0.35
H -0.8818 2.5747 -0.9925 0.21 0.74 0.32
H -0.0028 1.5451 -0.0290 0.30 -0.56 -0.64
H -1.0208 2.4546 0.7287 -0.68 0.67 -0.21
H 1.7906 -2.5456 -1.8673 -0.19 0.16 0.74
H 3.3106 0.2076 -2.5519 0.30 0.68 -0.15
O 3.8881 0.6271 -1.8765 -0.64 -0.52 -0.62
H -1.2901 1.8426 4.6579 -0.24 -0.21 0.25
H -1.3974 3.2243 4.1493 -0.30 0.26 0.15
O -1.9497 2.5418 4.5521 0.60 -0.14 -0.51
H 0.1106 1.4414 -4.3928 -0.32 0.14 -0.19
H 0.4137 0.2883 -3.5324 1.19 -0.96 1.04
O -0.2945 0.6449 -4.0323 -0.88 1.03 -0.77
H -1.3834 -2.5556 -3.6840 0.02 -0.11 0.11
H -1.3175 -1.0832 -4.0705 -0.07 0.09 0.17
O -1.5552 -1.6740 -3.3425 -0.16 0.09 -0.04
H 1.8984 2.8457 -0.9304 0.52 -0.15 -0.20
H 0.4792 -1.6362 -1.7290 0.33 -0.12 0.35
O 1.0189 -2.1852 -2.3054 -0.01 -0.50 -0.70
H -2.0049 -1.5389 2.8638 0.17 0.02 0.18
H -2.6297 -0.1704 2.6761 -0.08 -0.03 0.28
O -2.4547 -0.9891 2.2057 -0.09 -0.03 0.11
H 1.1279 -0.2436 2.2233 -0.06 -0.06 -0.12
H 1.9869 1.0022 2.1512 0.04 -0.16 -0.09
O 1.0707 0.7086 2.1401 -0.28 0.90 0.48
H 2.5720 -1.3340 -3.6233 -0.68 -0.48 -0.69
H 1.9247 -0.3863 -4.7638 0.10 -0.67 -0.40
O 2.3379 -0.4513 -3.9065 0.58 1.22 0.64
H 0.1082 -2.3161 3.3624 -0.09 0.65 0.50
H -0.2977 -2.6947 4.7048 -0.26 0.04 0.75
O -0.2826 -1.8989 4.1699 -0.01 -0.55 -0.92
H 2.3006 1.4274 -1.5004 0.44 0.30 0.50
H 4.4470 -0.1188 -1.6679 0.54 -0.04 0.49
O 1.5822 1.9608 -1.1290 -0.86 0.12 -0.05
H 0.6462 -2.8181 1.3321 0.09 0.61 0.12
H 1.1776 -3.9918 2.0277 0.24 -0.03 0.60
O 1.0629 -3.0422 2.1801 -0.10 -0.63 -1.24
H 4.0406 -0.9295 1.0680 0.16 -0.05 0.14
H 2.9844 -1.4392 2.0659 0.18 -0.32 0.11
O 3.1057 -0.9011 1.2804 -0.02 0.09 -0.29

Entry 2:
43
Properties=species:S:1:pos:R:3:forces:R:3 method="wB97M-V/def2-TZVPD" e_homo_ev=-8.239 max_force_ev_per_a=5.130 orbital_gap_ev=8.68 e_tot_ev=-50413.9127 relative_energy_ev=4.4990 smiles="CC(=O)N1CCN(Cc2ccc(Oc3ccc(Cl)cc3O)s2)CC1" total_charge=0
C -4.2785 5.1819 1.5550 -2.35 0.34 1.89
C -3.3338 4.7846 0.5139 -1.41 -0.71 -4.88
O -3.6964 5.1353 -0.6510 2.11 -0.45 2.15
N -2.3126 3.8642 0.7127 -0.11 1.13 0.35
C -1.3963 3.5321 -0.4016 -0.44 0.59 -0.61
C -0.1897 2.7861 0.0578 -0.75 -0.62 2.32
N -0.5634 1.6488 0.8636 -0.39 -1.71 2.32
C 0.4099 0.6171 1.2599 1.28 2.05 -3.81
C 0.6432 -0.3457 0.1206 -1.85 -0.84 -1.55
C -0.1221 -0.3403 -1.0325 1.49 -1.20 0.39
C 0.4345 -1.3180 -2.0297 -4.01 2.45 -0.85
C 1.4177 -2.0803 -1.5847 1.26 -0.22 0.67
O 2.0426 -3.0632 -2.3653 -0.31 1.95 0.05
C 2.8083 -3.9578 -1.6801 -0.87 -1.48 0.89
C 4.1048 -3.7077 -1.2436 -1.87 2.48 -0.97
C 4.6836 -4.5095 -0.3102 1.57 -0.07 0.44
C 4.1174 -5.6829 0.0715 -3.02 -1.31 -1.28
Cl 4.8842 -6.8775 1.0895 -0.13 0.58 -0.25
C 2.8165 -6.0022 -0.4750 0.15 -0.81 -0.51
C 2.0851 -5.1308 -1.3264 2.07 0.43 1.12
O 0.7948 -5.3600 -1.7049 -0.15 1.57 -0.80
S 1.9229 -1.5611 0.1140 -0.86 -0.16 -1.73
C -1.9747 1.4586 1.2824 1.42 -1.34 -2.75
C -2.5968 2.7947 1.6791 0.34 -0.77 -0.05
H -4.8765 6.0850 1.2245 0.67 -1.34 -0.14
H -3.7666 5.5858 2.4329 -0.15 -0.78 0.47
H -5.0711 4.3140 1.7802 1.95 1.92 -0.18
H -1.9985 2.9153 -1.0529 0.13 -0.16 -0.81
H -0.9676 4.3949 -0.9859 -1.22 -0.42 0.82
H 0.4315 3.3951 0.6725 0.57 1.16 0.55
H 0.4320 2.5014 -0.7259 0.79 -0.65 -1.94
H 0.3023 0.1509 2.1720 -0.84 -0.78 2.13
H 1.4231 1.0382 1.2252 -0.10 0.82 0.91
H -1.0864 0.2412 -1.1526 1.64 -0.69 -0.03
H -0.1704 -1.2686 -3.0111 1.69 -0.87 1.36
H 4.4745 -2.6766 -1.5063 0.00 -1.37 0.31
H 5.6188 -4.2028 0.0838 0.81 0.06 0.37
H 2.4297 -7.0315 -0.3955 0.09 0.66 0.56
H 0.4033 -4.5394 -2.1865 1.38 -1.91 1.17
H -2.0039 0.7638 2.1412 -0.03 0.38 -0.39
H -2.4196 0.8506 0.3395 -0.28 1.58 2.25
H -2.1991 3.0540 2.6634 -0.09 -0.01 0.02
H -3.6565 2.5619 1.7667 -0.23 0.52 0.03

Entry 3:
18
Properties=species:S:1:pos:R:3:forces:R:3 method="wB97M-V/def2-TZVPD" e_homo_ev=-8.640 max_force_ev_per_a=5.357 orbital_gap_ev=4.08 e_tot_ev=-11377.2598 relative_energy_ev=9.6430 total_charge=0
C -0.2116 -0.2631 -1.6076 -1.49 2.76 -4.35
N -1.1536 0.9287 -1.4952 3.66 -1.98 2.13
C -0.9904 1.4559 2.4491 -0.17 0.52 1.04
O -0.7783 1.7442 1.1238 -0.22 -0.76 0.50
C 0.3441 -0.7051 -0.2708 -0.49 1.97 4.28
N 0.8796 -1.9469 -0.2032 -0.50 -1.03 -0.63
C 2.1393 -1.9742 -0.6506 4.01 0.88 -0.73
O 2.8421 -0.9536 -0.9122 -1.60 -1.77 0.25
H 0.7316 0.1661 -2.2619 -1.68 -1.26 1.78
H -0.6842 -1.0829 -2.2886 0.75 1.26 1.49
H -1.1528 1.3338 -0.5016 -0.08 -0.18 -1.11
H -1.2999 0.4124 2.6684 -0.11 -0.07 -0.47
H -0.0195 1.5064 3.0651 -1.26 0.45 -0.64
H -1.9069 2.0372 2.9357 1.85 -0.67 -0.92
H 1.0267 0.1137 0.0889 -0.04 -0.40 -0.85
H -0.4263 -0.6392 0.5735 -0.17 -0.11 -1.53
H -2.0171 0.8337 -1.9452 -1.43 -0.39 -0.42
H 2.6771 -2.9671 -0.7676 -1.04 0.78 0.18

Entry 4:
20
Properties=species:S:1:pos:R:3:forces:R:3 method="wB97M-V/def2-TZVPD" e_homo_ev=-9.765 max_force_ev_per_a=1.641 orbital_gap_ev=10.55 e_tot_ev=-8933.0599 relative_energy_ev=0.9510 smiles="CCC(N)=O.CC" total_charge=0
C -0.6653 -0.4581 -3.1739 0.07 -0.22 -0.40
C -0.5741 -0.4150 -1.6452 -1.38 0.19 0.10
C 0.8132 -0.6407 -1.1703 0.69 1.10 -0.26
N 0.9621 -1.2887 -0.0009 1.34 -0.93 0.18
O 1.7878 -0.1932 -1.7747 -0.61 -0.53 0.39
H -0.5278 0.5207 -3.6466 -0.52 0.03 0.36
H -1.6495 -0.9090 -3.4405 0.93 0.36 -0.27
H 0.2141 -0.9762 -3.5970 -0.72 -0.44 0.23
H -0.9224 0.5985 -1.3049 0.37 -0.94 0.03
H -1.2408 -1.1840 -1.1704 0.42 0.73 -0.46
H 1.9139 -1.3046 0.3162 0.28 -0.04 0.05
H 0.3189 -1.5968 0.7002 -0.71 0.06 -0.71
C 0.4857 0.7852 1.9899 -0.30 0.42 0.38
C -0.6173 1.1568 3.0306 0.31 0.61 -1.39
H 0.3775 1.4098 1.0770 -0.08 -0.98 0.26
H 1.5419 0.9123 2.2669 -0.39 0.24 0.54
H 0.3849 -0.2785 1.8691 -0.01 0.18 -0.63
H -0.1377 1.7734 3.7672 -0.24 -0.04 0.97
H -1.1395 0.2485 3.4031 0.41 0.91 0.05
H -1.3256 1.8397 2.5043 0.14 -0.73 0.58

Entry 5:
12
Properties=species:S:1:pos:R:3:forces:R:3 method="wB97M-V/def2-TZVPD" e_homo_ev=-9.087 max_force_ev_per_a=4.390 orbital_gap_ev=9.79 e_tot_ev=-19609.0361 relative_energy_ev=3.4751 total_charge=0
C -1.3859 2.0842 -0.2915 2.83 -3.24 -0.90
C -0.5734 1.1893 -0.5610 -2.62 3.15 1.20
C 0.3710 0.0993 -0.6099 0.02 0.09 -0.77
N -0.0690 -0.9840 0.2680 -2.55 0.92 1.06
O 2.8950 -0.3605 -0.7722 0.93 -0.38 -0.15
O 2.1452 0.6182 1.4477 0.61 1.36 -0.38
S 2.1796 0.7462 -0.1719 -1.72 -0.97 0.58
H -2.1197 2.7815 -0.0116 -0.35 0.51 -0.03
H 0.5594 -0.1882 -1.6922 -0.12 0.01 1.34
H 1.7087 -0.0721 1.9448 -0.60 -0.95 -0.51
H -0.1064 -1.8655 -0.1910 0.52 -0.70 -0.53
H -1.1189 -0.8587 0.6022 3.05 0.17 -0.90

Entry 6:
20
Properties=species:S:1:pos:R:3:forces:R:3 method="wB97M-V/def2-TZVPD" e_homo_ev=-7.781 max_force_ev_per_a=2.772 orbital_gap_ev=5.37 e_tot_ev=-9488.1013 relative_energy_ev=12.7172 total_charge=0
C 0.0056 1.5643 1.7617 0.94 -0.19 -0.35
C -0.0291 1.7256 -0.1018 0.21 0.19 -2.14
C 2.3527 1.3557 0.6612 -0.40 1.45 -0.26
C 1.0372 1.6695 0.8027 0.33 -0.78 2.30
C -0.1699 -0.8945 0.5963 1.70 -1.97 0.53
C 0.0174 -2.1038 -0.0051 -0.40 1.47 -0.55
C -0.7719 -2.2519 -1.2518 -2.33 -0.83 1.25
H -0.1856 2.4440 2.3795 -0.53 0.36 -0.42
H 0.2444 1.7319 -1.1750 -0.07 0.13 0.54
H -1.1374 1.5886 -0.1240 -1.22 -0.27 0.35
H 2.8343 1.7925 -0.2068 0.15 -0.87 -0.31
H 2.9475 1.1308 1.5318 0.05 0.03 0.06
H 0.7605 -0.4684 0.9503 -0.34 -0.24 1.50
H 0.7039 -2.8733 0.3470 0.53 0.47 -0.39
H -0.1964 -2.6432 -2.0921 -0.15 0.27 -0.01
H -1.4054 -1.2998 -1.3155 1.37 -1.16 -0.93
H -1.5482 -2.9886 -0.9601 0.12 -0.44 -0.69
H -2.3779 0.7233 -1.5717 -0.33 -0.05 -0.15
H -1.1653 -0.4725 0.6312 0.60 0.49 -0.29
O -1.9164 0.2697 -0.8578 -0.21 1.94 -0.05

Entry 7:
66
Properties=species:S:1:pos:R:3:forces:R:3 method="wB97M-V/def2-TZVPD" e_homo_ev=-3.699 max_force_ev_per_a=0.461 orbital_gap_ev=5.40 e_tot_ev=-64683.9914 total_charge=-1
C -7.4208 -2.5795 5.5647 0.02 0.01 0.00
C -6.1119 -1.8806 5.2811 -0.26 0.18 0.17
F -5.2376 -2.8183 4.6873 0.08 -0.01 0.02
P -6.3079 -0.2886 4.2148 -0.17 -0.17 -0.19
C -6.5618 1.3164 3.2163 -0.14 -0.08 -0.16
C -5.4748 1.6750 2.2006 0.04 0.06 0.07
C -4.0280 1.5083 2.7094 -0.07 0.33 -0.26
S -3.1340 0.1262 1.9703 0.18 -0.16 0.39
C -1.6083 0.7682 1.5092 -0.21 -0.05 -0.22
S -1.1358 2.3399 1.4110 0.12 -0.01 0.22
N -0.7663 -0.3222 1.1056 0.06 0.08 -0.10
C 0.6115 -0.2051 1.5829 -0.10 -0.15 -0.11
C 1.4275 -1.3879 1.0973 0.15 0.17 0.06
O 1.3849 -1.5041 -0.3134 0.02 -0.10 0.01
C 0.0503 -1.6906 -0.7466 0.00 0.02 -0.12
C -0.8363 -0.5325 -0.3435 -0.20 -0.06 0.01
H -7.3370 -3.2996 6.3837 0.01 -0.07 -0.05
H -7.7743 -3.0916 4.6687 0.00 -0.01 0.00
H -8.1629 -1.8304 5.8493 -0.02 0.00 -0.03
H -5.6468 -1.5556 6.2206 0.13 -0.06 -0.04
H -7.3584 -0.9949 3.4149 0.04 0.02 0.00
H -7.3531 0.1533 5.1804 0.09 0.05 0.06
H -5.2542 0.3950 5.0408 0.00 -0.01 0.00
H -5.2822 -0.7731 3.2586 0.06 0.06 0.07
H -6.7351 2.1347 3.9234 0.17 -0.03 0.08
H -7.5000 1.1645 2.6711 -0.04 0.08 0.05
H -5.6095 1.0953 1.2844 0.03 -0.09 0.03
H -5.5818 2.7237 1.9020 -0.05 -0.02 -0.08
H -3.4379 2.3946 2.4803 0.03 -0.05 0.03
H -4.0046 1.3404 3.7854 -0.04 -0.08 -0.01
H 1.0828 0.7235 1.2438 -0.01 0.03 0.02
H 0.5805 -0.2260 2.6737 0.08 0.16 0.01
H 1.0951 -2.3200 1.5707 -0.10 -0.01 -0.06
H 2.4735 -1.2195 1.3576 0.01 -0.08 0.02
H 0.0839 -1.7668 -1.8341 -0.01 -0.01 0.00
H -0.3504 -2.6300 -0.3453 0.02 0.01 0.08
H -1.8686 -0.7807 -0.5993 0.00 0.06 -0.02
H -0.5607 0.3788 -0.8932 0.14 -0.01 0.04
O 7.6409 -3.4040 -2.5589 0.02 0.00 0.00
C 6.6468 -2.7334 -2.4539 -0.05 -0.02 -0.08
O 5.5459 -3.2907 -1.9245 0.06 0.02 0.14
C 4.3521 -2.5364 -1.6356 -0.17 0.00 -0.03
C 3.4712 -2.3844 -2.8531 0.05 -0.16 -0.15
C 6.5938 -1.3090 -2.9538 0.04 0.06 0.14
H 4.5966 -1.5733 -1.1874 0.04 0.01 -0.05
H 3.8426 -3.1251 -0.8755 0.02 -0.01 0.00
H 3.9589 -1.8052 -3.6348 -0.02 0.06 0.03
H 2.5521 -1.8726 -2.5756 0.02 0.02 0.02
H 3.2296 -3.3688 -3.2584 -0.03 -0.01 0.05
H 6.3874 -1.3381 -4.0244 -0.01 0.00 0.00
H 7.5786 -0.8721 -2.8061 0.02 -0.03 -0.06
H 5.8393 -0.6873 -2.4824 -0.03 -0.01 -0.05
O 3.9046 0.6864 -2.9339 0.06 0.03 -0.01
C 3.9250 1.8141 -3.3446 0.00 0.02 0.00
O 3.3658 2.0665 -4.5456 -0.05 0.00 0.03
C 3.2062 3.3935 -5.0602 0.00 0.04 -0.03
C 4.4586 3.8959 -5.7464 0.04 -0.05 0.01
C 4.6028 2.9252 -2.5793 -0.12 0.05 0.06
H 2.8686 4.0700 -4.2742 0.01 -0.01 0.01
H 2.3909 3.3045 -5.7760 0.00 -0.01 0.00
H 5.2936 3.9784 -5.0506 -0.01 0.03 0.01
H 4.2773 4.8799 -6.1804 0.00 0.00 -0.01
H 4.7493 3.2122 -6.5438 -0.01 0.01 -0.01
H 5.6695 2.8865 -2.8035 0.00 0.00 0.00
H 4.4677 2.7244 -1.5199 0.04 -0.04 0.00
H 4.2357 3.9227 -2.8014 0.03 0.00 -0.02